Entry 1
{
  "formula": "C26H27FeN3O5S",
  "method": "ωB97M-V/def2-TZVPD",
  "e_lumo_ha": [-0.1222, -0.1159],
  "s_squared": 0.810,
  "charge": 1,
  "multiplicity": 2,
  "homo_lumo_gap_ev": [7.88, 8.09],
  "symbols": ["O", "H", "H", "C", "C", "O", "C", "Fe", "C", "C", "C", "H", "O", "C", "H", "H", "H", "H", "C", "C", "C", "H", "C", "H", "C", "H", "C", "O", "N", "H", "C", "H", "C", "H", "H", "C", "C", "H", "C", "C", "H", "H", "C", "C", "H", "N", "H", "H", "H", "H", "C", "H", "S", "H", "C", "N", "C", "H", "H", "C", "O", "C", "H"],
  "coordinates": [[-0.91222, -3.17449, 2.14794], [-2.39923, -4.93322, -3.36255], [4.48446, -3.35887, -1.32179], [-0.29781, 2.22096, -0.04345], [-1.53624, -2.03655, -1.87045], [1.13511, -1.31025, 2.08168], [-2.15855, -2.89053, -2.77341], [0.07183, -1.21521, 0.30592], [-0.69715, -2.52979, -0.86602], [-2.45440, -1.31990, 1.65999], [1.02961, 3.90785, 1.82974], [1.85188, 3.35201, 1.37295], [0.78897, -0.84505, 4.22157], [3.93079, -1.71777, -2.57542], [1.79175, 4.91535, -0.61990], [1.55472, 6.22694, 0.54327], [0.45243, 6.04876, -0.82099], [1.46845, 4.66525, 2.47963], [1.95116, -0.60875, -1.88601], [-1.45839, 4.03851, -1.09753], [-0.96838, 1.35192, -0.90204], [3.27026, -3.94737, 0.53973], [3.78035, -2.56054, -1.51256], [-2.91759, -3.14136, 2.70220], [-0.89946, 5.43750, 1.50681], [0.38482, 1.81609, 0.69124], [-1.87543, 1.82675, -1.84411], [-3.54904, -0.82281, 1.72565], [-0.83277, -0.02672, -0.94070], [1.91298, -3.08574, 1.13521], [-1.92388, -4.25137, -2.67094], [1.22054, 0.17205, -2.00742], [2.98515, -0.70410, -2.76989], [-1.65124, 5.09985, -1.17531], [-1.57149, 4.80887, 2.09335], [2.68223, -2.40791, -0.64207], [0.15307, 4.59014, 0.77867], [4.77002, -1.83200, -3.24823], [0.53457, -1.52583, 3.13576], [1.03960, 5.49834, -0.08509], [-0.89730, -5.81017, -1.62032], [-1.23952, -2.29591, 4.01385], [-0.45695, -3.88971, -0.77676], [-2.12777, 3.19188, -1.95195], [0.44725, 3.22811, 2.45616], [2.51990, -3.30394, 0.36333], [0.18584, -4.29451, -0.00652], [-2.83125, 3.57771, -2.67689], [0.10779, -3.42962, 3.89704], [-2.81327, -2.50200, -3.54407], [-0.54154, 3.57768, -0.12864], [-1.50295, 6.02482, 0.81507], [-2.56479, 0.50186, -2.73926], [1.45719, -0.16379, 4.03767], [-2.27570, -2.82315, 1.87920], [1.77135, -1.43274, -0.81731], [-1.61157, -0.58814, -1.83043], [-2.56347, -3.37097, 0.98437], [-0.40604, 6.13567, 2.18472], [-1.07637, -4.74454, -1.68478], [-1.33431, -0.66269, 1.46313], [-0.44342, -2.65219, 3.35574], [3.05544, -0.00466, -3.58881]],
  "mulliken_spin": [0.00, 0.00, 0.00, 0.00, 0.02, 0.00, -0.01, 1.17, -0.17, 0.00, 0.00, 0.00, 0.00, 0.00, 0.00, 0.00, 0.00, 0.00, 0.01, 0.01, -0.02, 0.00, 0.00, 0.00, 0.00, 0.02, 0.00, 0.00, -0.04, 0.00, 0.02, 0.00, 0.00, 0.00, 0.00, 0.00, 0.00, 0.00, 0.00, 0.00, 0.00, 0.00, 0.04, 0.00, 0.00, 0.00, 0.00, 0.00, 0.00, 0.00, 0.00, 0.00, 0.00, 0.00, 0.00, -0.02, -0.01, 0.00, 0.00, -0.02, -0.01, 0.00, 0.00]
}

=====

Entry 2
{
  "formula": "C26H27FeN3O5S",
  "method": "ωB97M-V/def2-TZVPD",
  "e_lumo_ha": [-0.1026, -0.1036],
  "s_squared": 0.756,
  "charge": 1,
  "multiplicity": 2,
  "homo_lumo_gap_ev": [6.94, 6.44],
  "symbols": ["C", "H", "C", "H", "H", "H", "H", "H", "C", "C", "O", "H", "C", "H", "C", "H", "H", "C", "H", "H", "H", "C", "C", "H", "C", "C", "H", "H", "H", "H", "C", "C", "C", "N", "C", "C", "C", "C", "C", "C", "H", "Fe", "N", "O", "C", "C", "O", "C", "H", "C", "H", "C", "C", "H", "N", "O", "O", "H", "H", "H", "H", "H", "S"],
  "coordinates": [[0.57495, -4.33388, 1.43811], [3.51495, -3.61251, -1.52557], [-2.25773, -5.46571, 0.46980], [-2.77481, -2.74821, -1.20138], [1.20412, 6.68499, -1.59098], [0.47797, 5.16854, -2.13710], [-2.81298, 3.39051, 1.48235], [1.43139, -4.88105, -1.26136], [-0.09022, -4.13904, 0.09460], [-1.81435, 3.16774, 1.13170], [1.76945, -2.94445, -0.61051], [-0.40515, 6.22894, -1.03429], [-1.48447, -2.29858, 1.54303], [3.22912, 5.53641, -0.76043], [-0.08341, 1.59571, 0.62907], [2.80247, -2.14714, -2.23005], [-1.40758, 0.60615, -2.95514], [0.88132, -3.95388, -1.06801], [0.39364, 6.52038, 1.37380], [2.00911, 6.92887, 0.80752], [-3.51328, 0.10682, -1.52456], [0.33604, 3.95513, 0.31867], [-3.02743, -4.42621, 0.14367], [-0.38581, -6.33274, -0.14412], [0.58280, 5.84206, -1.28448], [2.62834, 4.66612, -0.49571], [1.76852, 2.38161, -0.04008], [-4.10355, -4.56109, 0.14394], [0.36979, -3.64604, -1.98642], [-3.66070, -2.42204, 1.62567], [3.81384, -1.83449, -0.37617], [-2.52794, -3.04512, -0.18243], [-0.53842, -0.50855, 0.04016], [-0.48836, -1.78069, 0.62864], [2.96465, -2.69504, -1.29361], [-1.46188, -0.14469, -1.06736], [-2.76517, -0.18069, -0.79746], [-0.96952, 4.19500, 0.75406], [-1.07442, -3.02921, 0.27270], [-2.87893, -2.03348, 0.97526], [0.06712, 0.58221, -2.17206], [1.39150, -1.50251, 1.23533], [0.34087, 0.24615, 0.59359], [5.03702, -1.67276, -0.85141], [-1.39804, 1.83909, 1.08512], [0.76500, 2.63427, 0.27264], [-0.07746, -5.46876, 1.74297], [-3.19017, -0.55464, 0.58568], [1.78682, 5.60713, 1.95989], [1.35709, 6.09986, 1.08650], [2.60466, 4.00833, -1.36714], [1.22712, 5.12273, -0.09040], [-0.76438, -5.47576, 0.41099], [-4.26473, -0.41043, 0.67236], [-0.83190, 0.13279, -2.27364], [3.43024, -1.33324, 0.65818], [1.33685, -3.67789, 2.09334], [-1.33648, 5.21094, 0.81240], [-2.72627, -6.40610, 0.73227], [-1.19391, -2.46376, 2.57007], [5.54207, -1.10771, -0.24334], [3.13758, 4.14913, 0.31975], [-2.46696, 0.63043, 1.86139]],
  "mulliken_spin": [0.00, 0.00, 0.00, 0.00, 0.00, 0.00, 0.00, 0.00, -0.01, 0.00, 0.00, 0.00, 0.02, 0.00, 0.02, 0.00, 0.00, 0.00, 0.00, 0.00, 0.00, 0.00, 0.00, 0.00, 0.00, 0.00, 0.00, 0.00, 0.00, 0.00, 0.00, 0.00, 0.01, -0.07, 0.00, 0.01, 0.00, 0.00, 0.01, 0.00, 0.00, 1.03, 0.00, 0.00, -0.01, 0.00, 0.00, 0.00, 0.00, 0.00, 0.00, 0.00, 0.00, 0.00, 0.00, -0.01, 0.00, 0.00, 0.00, 0.00, 0.00, 0.00, 0.00]
}

=====

Name the most stable of them. entry 1.

=====

Entry 1
{
  "formula": "C9H11N3",
  "method": "ωB97M-V/def2-TZVPD",
  "e_lumo_ha": 0.0233,
  "smiles": "CN1Cc2ccccc2N=C1N",
  "multiplicity": 1,
  "homo_lumo_gap_ev": 7.72,
  "symbols": ["H", "C", "H", "C", "C", "N", "N", "H", "H", "H", "H", "C", "H", "C", "H", "H", "H", "C", "C", "C", "N", "C", "H"],
  "coordinates": [[0.23174, -2.24909, 2.82573], [0.13780, -1.84551, -1.95053], [-0.47006, 2.00024, -2.29659], [-0.67275, 0.10044, -3.30844], [0.10600, 0.45625, -0.96585], [0.55311, -1.28772, 2.75244], [0.42770, 0.61898, 1.47085], [0.11110, 2.37225, 2.49465], [0.44961, -2.88135, -1.86007], [0.77665, 1.05274, 3.45110], [-0.44555, -1.90951, -3.97181], [0.43822, -0.67858, 1.53603], [0.89615, 2.01524, 0.09598], [-0.28814, -1.26099, -3.14698], [-0.81254, 1.80259, 0.34172], [-0.99174, 0.40107, -4.28274], [0.10118, -0.79980, 3.52303], [0.06134, 1.24291, 2.67464], [-0.42822, 0.96188, -2.20851], [0.18553, 1.24559, 0.27812], [0.42295, -1.48977, 0.47189], [0.27887, -0.95617, -0.79498], [-1.06894, 1.08831, 2.87032]],
  "mulliken_charge": [0.29, -0.61, 0.44, -0.82, 0.08, -0.54, 0.12, 0.38, 0.39, 0.55, 0.36, 0.55, 0.33, -0.18, 0.33, 0.39, 0.26, -1.53, -0.59, -0.45, -0.76, 0.66, 0.38]
}

=====

Entry 2
{
  "formula": "C9H11N3",
  "method": "ωB97M-V/def2-TZVPD",
  "e_lumo_ha": 0.0330,
  "smiles": "C=C1C[C@H]1C(=C)n1ncnc1C",
  "multiplicity": 1,
  "homo_lumo_gap_ev": 9.93,
  "symbols": ["H", "N", "C", "C", "H", "C", "C", "N", "H", "C", "H", "H", "H", "N", "H", "C", "C", "H", "H", "H", "C", "C", "H"],
  "coordinates": [[-3.10604, 2.24436, -0.89963], [-1.20454, -0.31197, 0.14168], [-2.86924, -1.53577, -0.19303], [2.29546, -1.38644, 0.82223], [-1.33412, 2.29513, -0.71644], [3.26000, -0.00064, -1.24540], [-2.27567, 0.47753, -0.14904], [-1.59740, -1.60036, 0.09939], [2.58931, -2.42571, 0.85034], [2.47628, -0.62753, -0.40856], [1.51934, 1.36899, 1.18433], [2.40711, -0.87600, 1.76863], [4.32678, 0.04513, -1.09535], [-3.32788, -0.28035, -0.36193], [-0.23399, 1.83826, 1.41135], [-2.26721, 1.95156, -0.27371], [1.09852, -1.01262, -0.05170], [2.87407, 0.48764, -2.12574], [-2.39108, 2.42344, 0.70064], [-3.48742, -2.40380, -0.29249], [0.48159, 1.13592, 1.02987], [0.13419, 0.01185, 0.40912], [0.63195, -1.81862, -0.60453]],
  "mulliken_charge": [0.32, 0.66, -0.16, -0.65, 0.40, -0.83, 0.89, -1.00, 0.27, 0.16, 0.31, 0.25, 0.25, -0.70, 0.32, -1.32, 0.01, 0.26, 0.27, 0.45, -1.34, 0.69, 0.48]
}

=====

Name the most stable of them. entry 1.